{
  "formula": "C41H40BKN14O",
  "method": "ωB97M-V/def2-TZVPD",
  "de_lowest_kj_mol": 109.0,
  "homo_lumo_gap_ev": 5.3,
  "charge": -2,
  "mol_weight_g_mol": 794.8,
  "elements": ["K", "O", "N", "N", "N", "N", "N", "N", "N", "N", "N", "N", "N", "N", "N", "N", "C", "C", "C", "C", "C", "C", "C", "C", "C", "C", "C", "C", "C", "C", "C", "C", "C", "C", "C", "C", "C", "C", "C", "C", "C", "C", "C", "C", "C", "C", "C", "C", "C", "C", "C", "C", "C", "C", "C", "C", "C", "B", "H", "H", "H", "H", "H", "H", "H", "H", "H", "H", "H", "H", "H", "H", "H", "H", "H", "H", "H", "H", "H", "H", "H", "H", "H", "H", "H", "H", "H", "H", "H", "H", "H", "H", "H", "H", "H", "H", "H", "H"],
  "xyz": [[0.106647, -0.093055, -0.505131], [-0.145456, 6.102491, 4.067640], [-0.205087, -0.615917, -3.136738], [-0.627534, 3.368681, -2.512789], [-0.550829, 2.501552, 0.546877], [2.324939, -0.171957, -2.187935], [-0.288401, -0.352433, 2.486963], [-2.506539, -0.498684, 0.338980], [-1.000246, -1.376856, 2.951941], [-4.481032, 2.648725, -4.990735], [-2.358881, 3.521891, -4.202767], [-2.891204, -1.377141, 1.267661], [0.746589, 7.025802, 2.220227], [2.813808, -0.665607, 0.398318], [-0.261747, -2.572560, 0.185254], [-1.066091, -3.111199, 1.100309], [4.238908, -1.333279, 2.184906], [-0.848453, -1.480598, 4.291267], [2.993242, -0.978607, 1.655915], [5.161057, -1.060475, -0.017698], [0.480278, 3.280088, 0.279540], [-1.497539, 3.357312, -3.285885], [2.736423, 1.347032, -4.016895], [1.254108, 1.369004, 3.346323], [-1.427082, -0.810937, -3.562870], [-4.724835, -0.419058, 0.509079], [-1.080874, -4.456845, 0.972473], [-1.484159, -2.527040, 5.145578], [4.649115, -0.685403, -2.736552], [-1.167022, 0.677918, -5.398099], [-3.465944, 2.996460, -4.538578], [0.770768, 4.430656, 1.001635], [6.209818, -1.122056, -0.947692], [-1.339114, 2.825297, 1.552818], [-4.237392, -1.357984, 1.396149], [1.941568, 0.425523, -3.323086], [-0.241302, -4.779809, -0.077139], [0.009885, -0.473762, 4.693013], [-1.864900, -5.389812, 1.833351], [-1.962469, -0.187011, -4.697653], [3.840120, -0.726110, -0.450128], [0.156527, 0.912653, -4.972603], [-5.012604, -2.209722, 2.346300], [-3.546748, 1.146360, -1.185640], [0.251228, -3.549924, -0.539232], [-3.587141, 0.095453, -0.133850], [5.326748, -1.350981, 1.352577], [-1.127811, 3.934092, 2.361622], [2.288844, 1.998694, -5.154780], [3.569934, -0.472483, -1.849904], [0.597955, 0.222492, -3.806399], [5.925720, -0.964958, -2.288987], [0.164417, 5.994987, 2.895342], [-0.051706, 4.772589, 2.074938], [1.193804, -3.303221, -1.661512], [0.331942, 0.209388, 3.509947], [1.028828, 1.777307, -5.655593], [-1.904902, -2.254684, 2.060295], [-1.176643, -2.395486, 6.182618], [1.428419, 1.545206, 2.288204], [1.636088, 5.028609, 0.747268], [2.109332, -0.953897, 2.273263], [-2.933741, -5.192451, 1.750828], [-6.075654, -1.995702, 2.240622], [6.309009, -1.622485, 1.725253], [-1.540679, 1.193751, -6.274361], [-2.177836, 2.164565, 1.718778], [2.136924, -2.914475, -1.286097], [0.340813, -0.259441, 5.693636], [1.378409, -4.225497, -2.209969], [-1.581594, -5.279105, 2.880044], [4.466031, -0.606966, -3.799441], [-2.020774, -1.510742, -2.986873], [-2.528922, -2.979915, 2.761925], [-4.711325, -2.014776, 3.376015], [-2.522246, 1.458595, -1.366452], [-1.673670, -6.418040, 1.527588], [-4.844168, -3.268687, 2.148985], [-1.189261, -3.522637, 4.816015], [0.819938, 7.915850, 2.683146], [2.953434, 2.692704, -5.658406], [6.730118, -1.051731, -3.014264], [0.687403, 2.271882, -6.555931], [3.719152, 1.577179, -3.624604], [0.786618, -2.549979, -2.330289], [-1.777494, 4.167433, 3.193772], [1.083687, 2.984320, -0.564420], [-0.023450, -5.763755, -0.451955], [-3.975486, 0.779745, -2.118734], [-5.752314, -0.145880, 0.355798], [7.224767, -1.296883, -0.613301], [2.208592, 1.172248, 3.836136], [0.877137, 6.981559, 1.224865], [-2.571149, -2.467869, 5.097450], [-2.984542, -0.369364, -4.998853], [0.818625, 2.263042, 3.793643], [4.323963, -1.614034, 3.225472], [-4.135688, 2.010828, -0.877738]],
  "atomic_forces_ev_per_a": [[0.2, 0.5, 0.2], [-0.1, -0.1, 0.0], [-0.3, -0.4, 0.1], [0.3, -0.2, 0.4], [0.0, -0.3, -0.2], [-0.5, -0.3, 0.7], [0.5, 0.7, -0.8], [0.6, 0.6, -0.6], [-0.3, -0.4, 0.7], [-0.5, -0.4, -0.1], [0.3, 1.0, -1.0], [-0.6, -0.4, 0.4], [0.1, 0.2, -0.1], [-0.6, 0.0, 0.4], [0.5, 0.4, -0.4], [-0.3, -0.8, 0.3], [0.4, -0.1, 0.0], [0.2, 0.1, 0.3], [-0.1, 0.0, 0.0], [-0.5, 0.1, 0.0], [0.3, 0.3, -0.1], [0.6, 0.0, 0.8], [0.0, -0.2, 0.3], [-0.2, 0.0, 0.0], [0.0, -0.1, 0.0], [0.0, -0.2, 0.2], [0.2, -0.3, -0.2], [-0.1, 0.0, -0.2], [-0.4, 0.2, -0.2], [-0.1, -0.2, 0.1], [-0.7, -0.3, -0.2], [-0.1, 0.1, 0.3], [0.5, 0.0, -0.4], [-0.2, 0.2, 0.4], [-0.3, 0.2, -0.1], [0.6, 0.5, -0.4], [-0.2, 0.0, 0.2], [-0.2, -0.1, 0.0], [0.0, 0.2, 0.0], [0.0, 0.2, -0.3], [0.9, -0.2, -0.1], [0.1, -0.3, 0.2], [0.2, 0.0, 0.0], [0.1, -0.1, 0.0], [-0.2, -0.3, 0.2], [-0.3, -0.1, 0.2], [-0.2, 0.0, 0.1], [0.2, 0.3, 0.0], [-0.4, 0.1, -0.4], [0.1, 0.0, -0.6], [0.2, 0.5, -0.7], [0.4, -0.1, 0.4], [0.1, 0.3, 0.1], [-0.2, -0.7, -0.3], [0.0, 0.1, 0.1], [-0.1, -0.2, 0.2], [0.2, 0.3, -0.2], [0.3, 0.3, -0.4], [0.0, 0.0, 0.0], [0.1, 0.1, 0.0], [0.0, -0.1, -0.1], [-0.1, -0.1, 0.2], [-0.1, -0.1, 0.1], [0.0, 0.0, 0.0], [0.0, 0.0, 0.0], [0.0, 0.0, 0.0], [-0.1, -0.1, 0.1], [0.2, 0.0, 0.0], [0.0, 0.0, 0.1], [0.0, -0.1, 0.0], [-0.1, -0.1, 0.1], [0.0, 0.1, 0.0], [-0.1, 0.0, 0.1], [-0.2, -0.2, 0.2], [-0.1, 0.0, 0.1], [0.1, 0.2, -0.1], [0.0, 0.0, 0.0], [-0.1, -0.1, 0.0], [0.0, -0.1, 0.0], [0.0, -0.1, 0.0], [0.0, 0.0, 0.0], [0.0, 0.0, 0.0], [-0.1, 0.1, 0.0], [0.0, -0.1, 0.0], [0.1, 0.1, -0.1], [0.0, 0.0, 0.0], [0.1, 0.0, -0.1], [0.0, -0.1, 0.0], [0.0, 0.0, -0.1], [-0.2, 0.0, 0.0], [0.0, -0.1, 0.1], [0.1, 0.0, 0.0], [-0.1, 0.0, 0.1], [-0.1, -0.1, 0.0], [-0.1, 0.0, 0.0], [0.1, 0.1, 0.0], [0.0, 0.1, 0.1], [0.0, 0.1, 0.0]]
}

{
  "formula": "C41H40Br2N3O4P2Re",
  "method": "ωB97M-V/def2-TZVPD",
  "de_lowest_kj_mol": 0.0,
  "multiplicity": 4,
  "homo_lumo_gap_ev": [6.7, 6.0],
  "charge": 3,
  "mol_weight_g_mol": 1046.8,
  "elements": ["Re", "Br", "Br", "P", "P", "O", "O", "O", "O", "N", "N", "N", "C", "C", "C", "C", "C", "C", "C", "C", "C", "C", "C", "C", "C", "C", "C", "C", "C", "C", "C", "C", "C", "C", "C", "C", "C", "C", "C", "C", "C", "C", "C", "C", "C", "C", "C", "C", "C", "C", "C", "C", "C", "H", "H", "H", "H", "H", "H", "H", "H", "H", "H", "H", "H", "H", "H", "H", "H", "H", "H", "H", "H", "H", "H", "H", "H", "H", "H", "H", "H", "H", "H", "H", "H", "H", "H", "H", "H", "H", "H", "H", "H"],
  "xyz": [[-0.861250, -0.982750, -0.027490], [-5.366065, -2.379666, -1.731038], [-2.785045, -7.465764, -1.568948], [1.901719, 1.044281, 0.420887], [1.102542, 0.328654, -2.425915], [-2.144131, -0.799981, 1.518357], [-2.466847, -1.485436, -1.157741], [0.412561, -0.801736, -1.588366], [0.603842, 0.282115, 0.881145], [-3.867927, 0.614126, 2.153130], [-2.302106, -0.120218, 3.750141], [-0.698155, -2.880172, 0.177014], [-1.360963, 1.124355, -3.197257], [4.165496, -0.034225, 3.618631], [1.465773, 5.551541, 0.988011], [4.529332, -0.036358, 0.824139], [0.471042, 3.313562, 0.835818], [-4.466825, 1.546667, 3.085663], [2.973820, -1.049588, -3.813328], [-0.857181, 3.906628, -3.031372], [0.335716, 4.706487, 0.884012], [1.662613, -2.958504, 1.098295], [0.201460, 2.950502, -2.905525], [5.477812, -0.539629, 1.647194], [-3.852131, -3.510138, -1.565535], [-2.141453, 3.413002, -3.317348], [-4.537916, 0.479118, 0.885954], [-1.877488, -5.055103, -0.355323], [-2.913817, 0.692050, 4.780927], [-1.791185, -3.592925, -0.411969], [1.749373, 2.738258, 0.854707], [2.895565, 3.649988, 0.983803], [1.829298, -0.233484, -3.974016], [-1.233131, -1.049506, 4.078503], [0.349592, -3.626091, 0.751878], [-2.694724, -0.033664, 2.455072], [2.091899, -0.214830, -6.325269], [1.354539, 0.219566, -5.185294], [-0.857746, -5.740079, 0.340283], [-0.079905, 1.545926, -2.917534], [-2.705259, -2.844793, -1.164013], [3.306488, 0.440258, 1.358739], [3.250955, 0.562865, 2.724379], [3.309427, -0.836619, -6.233103], [-4.015588, -4.874255, -1.469799], [-2.376345, 2.015225, -3.370455], [2.380002, 1.000471, -1.316431], [-3.463986, 1.959610, 4.126328], [5.266792, -0.601903, 3.063307], [-2.964608, -5.681176, -1.011083], [0.232717, -5.031772, 0.846431], [2.726892, 4.993890, 1.069494], [3.749374, -1.275629, -4.995758], [3.333136, 0.476648, -1.478512], [6.073499, -1.098408, 3.597273], [-4.738286, 2.438689, 2.489141], [-0.383291, 2.666859, 0.684068], [2.399318, 1.100447, 3.230631], [-5.420072, 1.163217, 0.914389], [2.497664, -3.725007, 1.312230], [1.582189, -2.298175, 2.015973], [-2.981775, 4.061895, -3.479610], [4.720462, -1.767416, -4.881109], [0.974881, -5.477548, 1.492679], [3.574950, 5.599900, 1.379068], [3.996550, 0.049489, 4.675654], [6.379508, -0.971314, 1.283922], [-2.647364, 2.635731, 3.745891], [3.913677, 3.212570, 1.122559], [4.589010, -0.201269, -0.234109], [-3.414584, 1.764005, -3.500689], [-3.777408, 0.163386, 5.240051], [3.890871, -1.097974, -7.111703], [-0.776674, 4.966542, -2.816689], [1.204477, 3.266309, -2.673965], [-4.991987, -5.252607, -1.844285], [-1.476738, -1.901008, 3.464915], [-0.659789, 5.045937, 0.854262], [1.380448, 6.676075, 1.117870], [2.646287, 2.040043, -1.597715], [-1.306624, -1.275192, 5.142175], [0.503367, 0.900640, -5.295300], [-5.428188, 1.176913, 3.536519], [-4.970053, -0.507258, 0.796408], [-2.127684, 0.822949, 5.529410], [-4.008982, 2.493897, 4.956355], [3.273913, -1.530889, -2.892480], [-3.920592, 0.686876, 0.002860], [-0.929021, -6.804977, 0.414244], [1.650032, 0.069576, -7.304537], [-1.650590, 0.089668, -3.288493], [2.122398, -2.387309, 0.289334], [-0.211802, -0.615066, 3.968987]],
  "atomic_forces_ev_per_a": [[-0.1, 3.0, -0.4], [0.1, -0.3, -0.6], [-0.4, 0.1, 0.5], [0.9, -0.2, 2.0], [-0.1, -0.4, -1.1], [-0.2, 1.0, 0.9], [1.0, -0.9, 0.6], [-0.1, -0.1, -0.3], [-0.5, -0.3, -1.3], [2.2, -0.6, 0.4], [0.4, 0.1, -2.3], [0.6, -3.8, 0.0], [-0.9, -1.0, 0.1], [-0.6, 0.9, -1.0], [-1.6, 0.9, 0.4], [-1.8, -0.5, -0.6], [1.1, 0.3, -0.5], [-0.7, 1.2, 0.0], [0.7, 0.2, -3.0], [0.0, -1.7, -0.1], [1.4, -0.3, 0.1], [1.1, -0.4, 1.6], [-1.4, -0.2, 0.7], [0.0, -0.3, 2.1], [-0.7, 1.8, 1.0], [0.9, -1.2, 0.3], [-1.0, 0.3, -0.6], [0.6, 1.5, 0.1], [-0.5, 0.1, 0.0], [0.7, -1.4, -0.2], [0.5, 2.5, -0.1], [-0.2, -3.4, 0.1], [0.4, -0.6, 2.5], [0.3, 0.6, 0.5], [-0.8, 0.2, -1.4], [-1.8, -0.7, 0.2], [-2.0, 1.7, -0.5], [1.1, -0.5, -1.4], [0.3, 1.3, -0.3], [0.5, 2.3, 0.6], [1.1, 0.6, 1.6], [0.9, 0.1, -0.4], [-1.8, 0.3, 2.3], [0.0, -0.7, 0.1], [-0.2, -1.3, -0.5], [-0.5, 2.6, -0.2], [0.0, 0.4, -1.0], [0.1, 0.8, 2.0], [1.6, -0.4, -1.6], [-0.4, 0.7, -0.8], [-0.7, 1.0, 0.5], [0.3, 0.5, 0.7], [-0.1, -0.1, 2.3], [-0.5, -0.3, 0.1], [-0.4, 0.2, 0.4], [0.0, -0.4, 0.3], [-0.2, 0.2, 0.2], [0.7, -0.6, -0.8], [0.9, -0.4, -0.2], [-1.7, 0.9, -0.1], [0.1, -0.6, -1.0], [-0.1, 0.4, 0.1], [-0.5, 0.0, -0.2], [0.2, -0.4, -0.4], [-0.1, 0.1, -0.5], [0.0, -0.1, 0.2], [0.5, -0.2, -0.4], [-0.8, -0.8, 0.2], [-0.9, 0.4, -0.3], [0.5, 0.2, -0.4], [0.0, -0.7, -0.3], [0.6, 0.1, -0.1], [-0.1, 0.2, 0.0], [0.6, -0.1, -0.4], [0.1, 0.3, 0.0], [1.0, -0.2, 0.3], [0.8, -0.7, 0.1], [-0.9, 0.9, 0.0], [-0.2, -1.6, -0.3], [-0.4, -0.4, 0.1], [-0.2, -0.3, -0.1], [0.4, -0.5, 0.1], [1.0, 0.0, -0.4], [0.1, -0.4, -0.2], [-0.4, 0.4, 0.0], [0.6, -0.2, -1.0], [0.0, 0.3, 0.2], [-0.1, 0.0, 0.3], [0.1, -0.5, 0.2], [0.6, -0.3, 0.7], [0.3, -0.4, 0.3], [-0.6, 0.2, -0.2], [-0.7, -0.4, -0.5]]
}